# 1
DFT (the ωB97M-V functional and the def2-TZVPD basis) results for a 8-piece molecular cluster, C15H12Cl28F3N3O4 overall at a distorted geometry.

Structure (ORCA input):
```
! wB97M-V def2-TZVPD RIJCOSX def2/J DEFGRID3
* xyz 0 1
N 4.236 -2.498 3.155
C 3.517 -1.371 2.758
N 2.458 -1.586 1.689
C 1.366 -0.562 2.048
C -0.018 -0.745 1.188
C -1.263 -0.595 2.290
O -2.566 -0.318 1.666
C -3.545 -0.365 2.801
C -4.097 -1.879 3.122
F -4.274 -2.651 1.869
F -5.439 -1.721 3.774
F -3.260 -2.633 4.108
O 2.001 0.760 1.937
C 2.893 1.054 3.069
C 1.997 1.664 4.318
O 1.354 2.849 4.134
O 1.842 1.034 5.644
N 3.827 -0.069 3.462
H 5.131 -2.423 3.697
H 3.842 -3.468 2.970
H 2.022 -2.533 1.740
H 1.101 -0.753 3.175
H -0.055 -1.882 0.844
H -0.129 -0.028 0.269
H -0.899 0.257 3.042
H -1.237 -1.595 2.931
H -2.943 0.003 3.758
H -4.429 0.409 2.607
H 3.591 1.954 2.714
H 3.892 -0.203 4.498
C 3.061 -4.866 -0.160
Cl 4.608 -3.992 -0.025
Cl 1.845 -3.808 -0.920
Cl 3.288 -6.324 -1.159
Cl 2.503 -5.340 1.464
C -5.639 3.748 1.725
Cl -4.718 2.286 1.293
Cl -5.573 3.991 3.489
Cl -4.930 5.162 0.904
Cl -7.335 3.555 1.216
C 0.565 -6.023 -4.558
Cl 2.112 -5.149 -4.423
Cl -0.651 -4.965 -5.318
Cl 0.792 -7.481 -5.557
Cl 0.007 -6.497 -2.934
C 3.865 -3.690 -8.092
Cl 4.897 -4.368 -9.375
Cl 4.872 -3.252 -6.688
Cl 3.035 -2.236 -8.703
Cl 2.655 -4.902 -7.599
C 4.165 0.480 -11.542
Cl 4.893 -1.115 -11.228
Cl 4.336 0.883 -13.269
Cl 2.437 0.440 -11.109
Cl 4.994 1.715 -10.560
C -7.235 7.817 3.213
Cl -7.926 9.274 3.971
Cl -5.473 8.015 3.042
Cl -7.576 6.397 4.234
Cl -7.965 7.581 1.605
C -0.965 6.512 2.358
Cl -0.449 5.348 3.604
Cl -0.743 5.790 0.744
Cl -2.684 6.914 2.596
Cl 0.015 7.993 2.486
*
```

Frontier orbital gap   6.708 eV
LUMO energy   -1.17 eV
E_HOMO   -7.9 eV
Total energy   -387179.8440 eV



# 2
DFT (the ωB97M-V functional and the def2-TZVPD basis) results for a 2-piece molecular cluster, C2H2F2O2P overall at a distorted geometry.

Structure (ORCA input):
```
! wB97M-V def2-TZVPD RIJCOSX def2/J DEFGRID3
* xyz -1 1
C 3.142 1.365 0.019
C 1.019 -0.118 -1.521
O 2.497 2.303 0.171
O 3.908 0.510 -0.035
F 1.324 -1.351 -2.144
F 0.820 0.742 -2.645
P -0.615 -0.301 -0.691
H -0.487 0.936 -0.054
H -0.052 -0.979 0.391
*
```

Frontier orbital gap   5.520 eV
LUMO energy   3.67 eV
E_HOMO   -1.9 eV
Total energy   -20924.6856 eV



# 3
DFT (the ωB97M-V functional and the def2-TZVPD basis) results for C23H25N7NaO2 as an isolated structure.

Structure (ORCA input):
```
! wB97M-V def2-TZVPD RIJCOSX def2/J DEFGRID3
* xyz -1 1
Na 0.571 1.339 -0.274
O -3.395 2.239 -0.515
C -2.173 2.406 -0.306
N -1.357 1.944 0.615
C -1.714 0.977 1.569
C -3.028 0.769 1.991
C -3.338 -0.181 2.960
C -2.333 -0.945 3.523
C -1.013 -0.766 3.121
C -0.668 0.180 2.152
N 0.647 0.412 1.727
C 1.650 -0.406 1.912
O 1.761 -1.506 2.510
C 2.963 0.080 1.243
C 4.160 -0.487 1.680
C 5.352 -0.084 1.108
C 5.323 0.862 0.094
C 4.089 1.356 -0.296
N 2.937 0.987 0.258
C -1.475 3.326 -1.343
C -2.285 4.212 -2.054
C -1.714 5.060 -2.982
C -0.345 4.988 -3.204
C 0.379 4.059 -2.478
N -0.158 3.248 -1.568
H -3.803 1.361 1.527
H -4.370 -0.317 3.266
H -2.566 -1.688 4.280
H -0.218 -1.360 3.546
H 4.102 -1.234 2.459
H 6.293 -0.504 1.445
H 6.226 1.209 -0.391
H 4.021 2.086 -1.099
H -3.345 4.191 -1.847
H -2.326 5.767 -3.531
H 0.154 5.627 -3.921
H 1.449 3.955 -2.638
C -0.243 -3.618 0.854
N 0.391 -3.137 -0.377
C 1.832 -3.279 -0.348
C -0.122 -1.973 -0.949
N 0.575 -0.949 -1.313
N -1.487 -1.990 -1.119
C -2.168 -3.206 -1.502
C -2.142 -0.770 -1.542
H 0.238 -3.169 1.728
H -0.160 -4.708 0.905
H -1.295 -3.342 0.868
H 2.067 -4.321 -0.122
H 2.301 -2.659 0.426
H 2.254 -3.038 -1.324
H 1.531 -1.066 -0.982
H -1.543 -4.071 -1.302
H -2.412 -3.195 -2.573
H -3.104 -3.312 -0.946
H -1.766 0.069 -0.971
H -3.209 -0.852 -1.338
H -1.993 -0.569 -2.611
*
```

Frontier orbital gap   5.713 eV
LUMO energy   2.11 eV
E_HOMO   -3.6 eV
Total energy   -43202.9387 eV



# 4
DFT (the ωB97M-V functional and the def2-TZVPD basis) results for C13H15N4Y as an isolated structure at a distorted geometry.

Structure (ORCA input):
```
! wB97M-V def2-TZVPD RIJCOSX def2/J DEFGRID3
* xyz 2 1
C -2.851 1.327 -1.225
C -2.021 2.391 -1.258
H -3.148 0.869 -0.270
H -3.050 0.723 -2.120
H -1.523 2.695 -2.182
H -1.620 2.823 -0.333
Y -0.007 -0.067 -0.865
C 0.050 -1.800 -2.619
C -0.098 -0.579 -3.357
C 1.923 -0.462 -2.202
C 1.304 -1.736 -1.893
H -0.922 -0.341 -4.032
H 1.233 1.226 -3.540
H 2.864 -0.090 -1.790
C 1.047 0.243 -3.108
H 1.694 -2.500 -1.211
H -0.656 -2.639 -2.606
N 1.181 1.186 2.945
C 1.687 2.416 2.516
C 1.505 2.472 1.175
N 0.908 1.278 0.760
C 0.708 0.510 1.870
C 0.031 -0.795 1.912
N -0.549 -1.437 0.858
C -1.115 -2.622 1.335
C -0.866 -2.699 2.666
N -0.160 -1.549 3.017
H 1.179 0.840 3.903
H 2.128 3.119 3.199
H 1.723 3.240 0.466
H -1.636 -3.269 0.662
H -1.118 -3.459 3.376
H 0.175 -1.314 3.950
*
```

Frontier orbital gap   8.677 eV
LUMO energy   -7.21 eV
E_HOMO   -15.9 eV
Total energy   -20714.0378 eV